Record 1
Density functional theory data (wB97M-V/def2-TZVPD) for one molecule with the formula C23H25NO5S.

Calculated values
energy relative to the best compared isomer or geometry (same formula, charge and spin) = 2.4659 eV
frontier orbital gap = 7.594 eV
SMILES = COCCN1C=C2C(=O)[C@@](C)(OC(=O)C3CCCC3)C(=O)C=C2C=C1c1ccsc1
LUMO = -0.034 eV
calculated total energy = -1720.5698 hartree
spin multiplicity = 1

Positions of all 55 atoms, in Å:
C  2.191  -1.684  4.189
H  2.373  -1.663  5.261
O  0.940  -1.069  3.992
C  0.599  -0.844  2.653
C  0.100  -2.116  1.931
N  -0.129  -1.845  0.532
C  -1.344  -1.379  0.137
C  -1.567  -0.873  -1.098
C  -0.519  -0.831  -2.086
C  -0.745  -0.371  -3.356
C  -1.981  0.235  -3.739
O  -2.349  0.462  -4.873
C  -2.826  0.734  -2.516
C  -2.910  -0.376  -1.479
O  -3.942  -0.889  -1.120
C  -4.194  1.252  -2.922
H  -4.680  1.721  -2.069
H  -4.086  1.969  -3.732
H  -4.801  0.417  -3.261
O  -2.001  1.828  -2.041
C  -1.927  2.060  -0.742
O  -2.506  1.415  0.098
C  -0.984  3.219  -0.459
H  -1.411  4.099  -0.943
C  0.411  2.901  -1.023
H  0.362  2.315  -1.939
C  1.088  2.168  0.129
C  0.670  2.991  1.346
H  0.756  2.432  2.277
C  -0.779  3.409  1.053
H  -0.962  4.439  1.353
H  -1.484  2.771  1.588
H  1.307  3.873  1.420
H  2.170  2.112  0.012
H  0.691  1.153  0.201
H  0.941  3.832  -1.232
H  0.006  -0.492  -4.122
C  0.729  -1.368  -1.639
C  0.908  -1.828  -0.374
C  2.222  -2.332  0.055
C  3.341  -1.556  0.118
S  4.721  -2.434  0.634
C  3.793  -3.876  0.755
C  2.493  -3.680  0.423
H  1.754  -4.461  0.407
H  4.269  -4.786  1.061
H  3.424  -0.511  -0.107
H  1.560  -1.393  -2.327
H  -2.140  -1.401  0.864
H  0.841  -2.909  2.036
H  -0.833  -2.447  2.390
H  -0.203  -0.100  2.665
H  1.458  -0.432  2.100
H  2.987  -1.134  3.673
H  2.202  -2.725  3.847

---

Record 2
Density functional theory data (wB97M-V/def2-TZVPD) for C23H26BBeF4N4O as an isolated structure.

Calculated values
frontier orbital gap = 5.513 eV
net charge = +1
LUMO = -5.601 eV
calculated total energy = -1625.2170 hartree
spin multiplicity = 1

Positions of all 60 atoms, in Å:
Be  -0.380  0.853  -0.038
B  1.405  -1.850  0.271
F  1.807  -0.631  0.687
F  0.168  -1.618  -0.319
F  2.254  -2.371  -0.653
F  1.185  -2.700  1.307
N  1.967  1.837  -0.836
C  2.599  1.056  -1.747
C  3.720  1.445  -2.475
C  4.245  2.725  -2.297
C  3.637  3.601  -1.409
C  2.528  3.077  -0.664
H  2.349  0.007  -1.697
H  4.186  0.722  -3.128
H  5.076  2.990  -2.935
H  4.106  4.573  -1.373
H  1.956  3.634  0.064
N  -1.870  -0.226  1.950
C  -1.552  -1.382  2.673
C  -2.191  -1.779  3.846
C  -3.245  -1.009  4.254
C  -3.650  0.122  3.553
C  -2.968  0.420  2.372
H  -0.696  -1.952  2.345
H  -1.910  -2.663  4.399
H  -3.774  -1.120  5.188
H  -4.444  0.679  4.027
H  -3.235  1.300  1.806
N  -2.784  0.204  -0.943
C  -3.187  -1.117  -0.700
C  -4.406  -1.708  -1.102
C  -5.423  -0.896  -1.712
C  -5.005  0.409  -1.958
C  -3.791  0.908  -1.569
H  -2.517  -1.763  -0.151
H  -4.576  -2.754  -0.889
H  -6.417  -1.135  -2.063
H  -5.869  0.996  -2.232
H  -3.627  1.970  -1.674
N  0.638  1.551  2.302
C  0.947  0.817  3.400
C  1.287  1.333  4.648
C  1.282  2.737  4.855
C  0.960  3.517  3.745
C  0.661  2.938  2.496
H  1.134  -0.223  3.182
H  1.454  0.757  5.546
H  1.663  3.065  5.811
H  1.033  4.585  3.888
H  0.551  3.569  1.627
C  2.200  -2.449  -5.716
C  2.842  -2.794  -4.438
O  3.936  -2.272  -4.154
C  2.033  -3.599  -3.514
H  2.124  -1.362  -5.740
H  1.192  -2.811  -5.918
H  2.843  -2.840  -6.504
H  1.359  -2.948  -2.956
H  2.737  -4.014  -2.793
H  1.451  -4.413  -3.946

---

Record 3
Density functional theory data (wB97M-V/def2-TZVPD) for C23H26BCoNO2Se2 as an isolated structure.

Calculated values
energy relative to the best compared isomer or geometry (same formula, charge and spin) = 0.0000 eV
⟨S²⟩ = 0.80
frontier orbital gap (alpha / beta) = 7.605 / 7.854 eV
LUMO (alpha / beta) = -0.147 / -0.019 eV
calculated total energy = -7307.7205 hartree
spin multiplicity = 2

Positions of all 56 atoms, in Å:
Co  0.229  0.644  1.530
C  3.152  0.344  0.440
Se  1.620  -0.769  -0.018
C  2.024  -2.269  1.164
C  1.863  -1.968  2.644
Se  0.147  -1.165  3.087
C  -0.985  -2.571  2.367
H  4.073  -0.189  0.219
H  3.123  0.637  1.488
H  3.072  1.238  -0.173
H  3.039  -2.594  0.938
H  1.350  -3.063  0.845
H  2.606  -1.249  2.990
H  1.973  -2.874  3.241
H  -0.728  -3.510  2.850
H  -0.872  -2.633  1.288
H  -2.007  -2.290  2.605
C  -8.437  1.155  1.012
C  -7.600  -0.100  1.297
C  -8.168  -1.280  0.498
C  -7.724  -0.425  2.786
C  -6.148  0.146  0.879
C  -5.859  0.455  -0.454
C  -4.563  0.696  -0.909
C  -3.551  0.619  0.018
O  -2.202  0.810  -0.152
B  -1.623  0.611  1.113
O  -2.640  0.295  2.045
C  -3.821  0.315  1.334
C  -5.094  0.075  1.797
H  -9.476  0.990  1.309
H  -8.426  1.415  -0.047
H  -8.052  2.010  1.571
H  -9.204  -1.469  0.790
H  -7.589  -2.187  0.682
H  -8.152  -1.085  -0.575
H  -8.774  -0.592  3.033
H  -7.361  0.395  3.409
H  -7.172  -1.330  3.049
H  -6.667  0.514  -1.172
H  -4.364  0.936  -1.945
H  -5.249  -0.153  2.842
N  0.054  10.165  -1.097
C  0.076  9.058  -0.789
C  0.106  7.666  -0.402
C  1.123  7.197  0.428
C  1.151  5.866  0.795
C  0.167  4.979  0.343
C  -0.847  5.463  -0.486
C  -0.878  6.795  -0.857
C  0.201  3.595  0.721
C  0.226  2.419  1.038
H  1.884  7.880  0.779
H  1.936  5.493  1.439
H  -1.611  4.782  -0.837
H  -1.665  7.166  -1.499